1.
104
Properties=species:S:1:pos:R:3:mulliken_charge:R:1 method="wB97M-V/def2-TZVPD" total_energy_ha=-7354.41030 orbital_gap_ev="3.284 / 3.755" e_lumo_ev="0.45 / 0.45" total_charge=-1 multiplicity=4 e_above_lowest_kcal_mol=13.0
V 1.08340 -0.84838 -1.65382 0.9997
C 6.11240 1.33884 -1.98726 -0.7082
O 5.66397 1.24647 -0.64771 -0.4172
C 5.35733 -0.04827 -0.22182 0.2800
C 6.26736 -0.72044 0.53978 -0.2376
C 5.99682 -1.96520 1.19147 -0.5527
C 4.93666 -2.77834 0.81144 -0.8880
C 4.03670 -2.24724 -0.18681 -0.1245
C 2.93350 -2.99741 -0.53125 -0.4618
N 1.72396 -2.69749 -0.96219 0.6727
N 0.90272 -3.73821 -1.03697 -0.8086
C -0.31652 -3.45947 -1.46801 0.5920
O -0.55353 -2.33075 -1.94922 -1.1038
C -1.16909 -4.70028 -1.58886 0.1461
C -2.29534 -4.67753 -2.35535 -0.0767
C -2.94158 -5.88025 -2.65439 -0.6183
C -2.41602 -7.07496 -2.26806 -0.3840
C -1.30105 -7.07793 -1.38035 -0.6151
C -0.72871 -5.88313 -0.96005 -0.4357
C 4.06365 -0.79987 -0.57273 0.6749
O 3.07017 -0.18259 -1.02761 -0.7635
H 5.76050 2.28434 -2.41458 0.2577
H 7.22988 1.35426 -2.16657 0.2595
H 5.69947 0.55825 -2.66110 0.2854
H 7.22878 -0.20732 0.74792 0.2840
H 6.58270 -2.22897 2.05653 0.3863
H 4.73909 -3.79115 1.20039 0.3602
H 2.95594 -4.07106 -0.43722 0.3708
H -2.62868 -3.75052 -2.81310 0.3807
H -3.90974 -5.83017 -3.21210 0.2740
H -2.88632 -8.05265 -2.57812 0.2863
H -0.91910 -8.05145 -1.10864 0.3619
H 0.08201 -5.84437 -0.29459 0.5420
O 1.72973 -1.14233 -3.51951 -0.1731
N 1.66761 -0.27439 -4.46582 -0.5827
N 1.00813 0.78062 -4.05278 1.1327
O 0.70860 0.89118 -2.75946 -0.5637
C 0.69728 1.68142 -5.09798 0.2670
C -0.39353 2.47884 -4.76511 -0.3459
C -0.86455 3.39845 -5.69154 -0.5160
C -0.15199 3.62045 -6.86340 -0.4900
C 1.04985 2.91625 -7.09686 -0.2160
C 1.46377 1.87715 -6.29097 -0.6241
H -0.91282 2.22921 -3.83259 0.4083
H -1.67913 4.08072 -5.42794 0.3083
H -0.50492 4.22197 -7.67634 0.3767
H 1.66849 3.19246 -7.98372 0.2891
H 2.29571 1.24289 -6.55173 0.4486
C -4.63730 -1.23609 0.46341 -0.9550
C -3.36964 -1.49386 -0.45672 0.2100
N -3.37731 -0.62056 -1.64630 0.0278
C -4.61409 -0.92314 -2.44885 -0.5270
C -5.86968 -0.86800 -1.62115 -0.5577
N -5.57831 -0.31947 -0.25766 0.0544
C -4.90348 1.02272 -0.43029 -0.6685
C -3.57500 0.79643 -1.13764 -0.1283
H -4.26033 -0.83780 1.41675 0.2418
H -5.11690 -2.18487 0.65921 0.4043
H -3.32087 -2.56425 -0.74233 0.0250
H -2.45652 -1.36170 0.11400 0.0193
H -4.56471 -1.92659 -2.90976 0.1675
H -4.63676 -0.19756 -3.27475 0.4770
H -6.27825 -1.88948 -1.49471 0.3658
H -6.63435 -0.27077 -2.14885 0.3015
H -6.47544 -0.22966 0.32604 0.3507
H -4.71342 1.46574 0.53855 0.3852
H -5.53479 1.71965 -1.04662 0.2680
H -2.72357 1.02797 -0.46862 -0.0518
H -3.52034 1.46985 -2.00460 0.4646
F 3.41231 -0.05806 2.25298 0.4621
C 3.22333 0.42574 3.49587 -0.0465
C 2.10095 1.16658 3.83770 -0.4481
C 2.08382 1.85823 5.04381 0.2034
F 1.13382 2.79952 5.32220 -0.3841
C 3.04189 1.68055 6.04541 0.2606
F 3.00472 2.31375 7.23034 -0.3169
C 4.10753 0.82595 5.74930 0.2969
F 5.13048 0.65056 6.62001 -0.3166
C 4.17314 0.21333 4.47361 0.0942
F 5.31631 -0.48236 4.19296 -0.2782
Ge 0.51024 1.44573 2.65191 -0.2504
S 0.23725 0.18099 0.78617 -0.0226
C 0.66797 3.39361 2.29991 0.3181
C 1.67811 4.24377 2.73658 0.7287
F 2.86501 3.75900 3.13790 -0.3391
C 1.52249 5.64291 2.75806 0.1519
F 2.52998 6.45373 3.16509 -0.3153
C 0.39361 6.21962 2.21227 0.5444
F 0.21930 7.55573 2.18871 -0.3061
C -0.59662 5.39126 1.69320 0.0364
F -1.58746 5.95384 0.97087 -0.3155
C -0.51658 4.01235 1.91539 -0.2763
F -1.64366 3.26487 1.83764 -0.2403
C -1.00539 1.04025 3.91654 0.3119
C -1.88390 1.89652 4.56414 0.4070
F -1.64195 3.23467 4.60612 -0.3110
C -3.01006 1.37800 5.24849 0.2330
F -3.92023 2.13641 5.88539 -0.3276
C -3.25161 -0.01508 5.22433 0.3778
F -4.21352 -0.55764 6.00071 -0.3147
C -2.32198 -0.87812 4.55306 -0.2035
F -2.52426 -2.19555 4.59828 -0.3449
C -1.11421 -0.34269 4.11500 0.3500
F -0.10333 -1.22817 3.90759 -0.2307



2.
86
Properties=species:S:1:pos:R:3:mulliken_charge:R:1 method="wB97M-V/def2-TZVPD" total_energy_ha=-2755.88659 orbital_gap_ev="4.781 / 5.521" e_lumo_ev="2.08 / 0.58" total_charge=-1 multiplicity=6
Ir 1.23736 0.14125 -0.33519 2.1457
C -3.85454 -2.21025 -5.68019 -0.3865
C -2.55964 -1.99065 -6.12699 -0.8669
C -1.56614 -1.62105 -5.24099 -0.0158
C -1.84544 -1.49155 -3.87719 -0.1568
C -3.14504 -1.76275 -3.43289 -0.2302
C -4.14034 -2.09675 -4.32819 -0.8244
C -0.84224 -1.07975 -2.90869 0.2204
C -0.07734 0.22295 -3.13769 1.7955
C -0.89974 1.12115 -4.03419 -2.0566
C -1.39254 2.11695 -3.29839 -0.6661
C -0.86674 1.99335 -1.94519 -0.0882
C -1.21734 2.83455 -0.88569 1.2426
C -2.23794 3.88325 -1.04849 -0.3909
C -2.18264 4.88045 -2.02099 -0.4622
C -3.14964 5.86925 -2.07549 -0.7918
C -4.18554 5.89255 -1.15829 -0.3747
C -4.25314 4.90855 -0.18399 -0.8355
C -3.29384 3.91855 -0.13149 -0.0943
C -0.67184 2.74905 0.41791 0.3248
N -0.00754 1.69465 0.96841 -0.1658
C 0.36126 2.06315 2.22391 0.1790
C 1.10786 1.27705 3.14241 1.3098
C 1.22436 1.78615 4.51181 0.3945
C 2.43646 1.84265 5.20551 -0.5543
C 2.49306 2.31125 6.50551 -0.6899
C 1.35056 2.76165 7.14661 -0.4583
C 0.14256 2.73575 6.46521 -0.7946
C 0.08066 2.24815 5.17601 -0.3835
C 1.64856 0.02525 2.79251 0.5974
C 2.37276 -0.86555 3.64641 -1.1936
C 2.51946 -2.04655 2.97891 -1.2415
C 1.84396 -1.91125 1.73031 -0.1518
N 1.39936 -0.61425 1.61061 -0.3213
C 1.47156 -2.95665 0.87781 1.4010
C 0.60126 -2.81195 -0.21669 0.1026
C -0.09684 -3.88285 -0.86319 -1.4435
C -0.83254 -3.32915 -1.85699 -1.7072
C -0.52674 -1.91685 -1.86079 0.4465
N 0.26806 -1.63505 -0.79779 0.4068
C 1.92836 -4.32715 1.15471 -0.4418
C 2.58106 -5.03605 0.14621 -0.1214
C 2.98186 -6.34105 0.35801 -0.7784
C 2.73576 -6.95735 1.57491 -0.4027
C 2.09326 -6.25745 2.58361 -0.8086
C 1.69116 -4.95085 2.37641 -0.3662
C -0.05154 3.40815 2.46691 -1.2286
C -0.70644 3.82955 1.34621 -1.5328
N -0.02854 0.95015 -1.87939 -0.4014
H -4.63614 -2.48235 -6.37639 0.3819
H -2.32864 -2.11905 -7.17579 0.3985
H -0.54984 -1.47885 -5.57569 0.5875
H -3.36464 -1.68635 -2.37739 0.4428
H -5.14774 -2.26585 -3.97159 0.3767
H -1.03844 0.91915 -5.07639 0.6764
H -2.06124 2.89265 -3.62149 0.6407
H -1.34804 4.90425 -2.70709 0.5931
H -3.08214 6.64155 -2.82849 0.3680
H -4.92464 6.68055 -1.18329 0.3861
H -5.05064 4.92335 0.54761 0.3842
H -3.33824 3.15975 0.63581 0.4732
H 3.34686 1.54565 4.70631 0.5965
H 3.44356 2.33505 7.02271 0.3650
H 1.39936 3.13295 8.16211 0.3769
H -0.75764 3.09585 6.94551 0.3772
H -0.86884 2.20605 4.66571 0.5120
H 2.70986 -0.64745 4.64061 0.6029
H 3.03296 -2.92655 3.31621 0.7202
H -0.03104 -4.91955 -0.59089 0.4948
H -1.46304 -3.81785 -2.57319 0.5016
H 2.76546 -4.54395 -0.79729 0.5556
H 3.48686 -6.88235 -0.42939 0.4073
H 3.03786 -7.98265 1.73691 0.3762
H 1.89776 -6.73205 3.53631 0.3673
H 1.16496 -4.41305 3.15261 0.5841
H 0.15946 3.98025 3.34931 0.6223
H -1.11494 4.80265 1.15541 0.5555
O 1.66736 -2.39205 -3.19439 -0.5475
S 2.26556 -1.08375 -3.18839 1.2250
O 3.31546 -0.91255 -4.15469 -0.7877
O 2.68906 -0.62585 -1.85809 -0.7661
O 1.17356 0.00815 -3.72519 -0.6488
C 2.68356 1.63615 -0.07739 -1.4277
H 2.60106 2.24135 0.82681 0.3571
H 2.67726 2.30805 -0.93489 0.3368
H 3.64956 1.12635 -0.06399 0.3957